Molecular formula: C52H59AsF3InN2O5S3SbSe
Method: DFT, wB97M-V/def2-TZVPD

The relative energy (zero: lowest compared OMol25 entry of this formula, charge and spin) is 0.392 eV. Its spin multiplicity is 2. The max |F| is 0.012 Eh/bohr. The HOMO-LUMO gap (alpha / beta) comes out at 5.8 / 6.0 eV. As for the net charge: -2.

CARTESIAN COORDINATES (ANGSTROEM)
Sb -1.188 -1.533 -2.666
In -0.153 0.163 0.125
Se -1.079 -1.469 2.214
As 2.752 1.233 -1.458
S -1.320 -3.657 -3.553
S 0.952 -1.320 -1.589
S -2.509 -1.156 -0.805
F 2.779 -7.244 3.482
F 4.612 -6.733 2.451
F 4.228 -5.938 4.429
O -1.239 1.471 1.352
O 1.396 0.247 1.791
O -0.939 1.295 -1.826
O 1.426 1.684 -0.553
O -1.587 2.789 -3.119
N 1.750 -2.885 1.408
N -1.435 2.453 -1.954
C 4.179 -1.293 -1.719
C 3.331 3.966 -0.870
C -4.481 3.804 0.816
C 2.610 1.214 -3.375
C 3.641 -6.229 3.252
C 1.484 0.705 5.383
C 2.888 3.132 4.735
C 2.085 -5.241 1.573
C 5.017 -2.295 -1.253
C 1.370 1.350 -3.980
C -2.523 -0.220 2.427
C -3.653 4.330 3.123
C -0.098 0.969 7.970
C 3.934 2.747 -1.157
C -4.745 0.236 3.238
C 4.355 -0.170 0.406
C 5.515 -2.242 0.042
C -7.065 0.849 4.059
C -3.685 -0.641 3.035
C -0.832 -1.373 7.629
C -2.068 4.056 1.255
C 1.573 -0.888 8.009
C -4.554 1.545 2.817
C -5.713 -0.823 5.292
C -3.375 3.518 1.845
C 2.835 1.994 3.696
C 2.590 -2.707 2.416
C 0.055 -0.658 3.523
C 1.079 0.193 3.046
C 1.502 -4.123 0.997
C 4.114 5.095 -0.682
C -2.339 1.110 1.958
C -6.027 -0.261 3.898
C 3.776 1.139 -4.128
C 4.207 1.303 3.693
C 0.292 -0.377 7.339
C 2.581 2.669 2.345
C 5.497 5.012 -0.773
C -3.397 2.020 2.200
C 1.765 0.953 4.048
C 5.182 -1.182 0.873
C 1.309 1.414 -5.366
C -0.203 -0.861 4.867
C 2.463 1.324 -6.129
C 5.317 2.662 -1.238
C 3.229 -3.758 3.065
C 3.700 1.183 -5.513
C 6.100 3.794 -1.047
C 3.857 -0.232 -0.885
C 0.522 -0.199 5.841
C -6.648 -1.374 3.043
C 2.966 -5.043 2.629
H 1.420 -1.025 9.084
H -0.974 -1.469 8.708
H -1.018 1.348 7.522
H -7.963 0.444 4.534
H -3.624 5.399 2.896
H -4.282 3.260 -0.108
H -4.630 4.105 3.555
H 1.852 -6.233 1.208
H 2.043 1.259 6.126
H -2.212 5.128 1.072
H -7.546 -1.778 3.523
H 3.338 3.446 2.195
H 0.677 1.720 7.820
H 1.896 3.555 4.906
H 2.253 4.017 -0.770
H 2.396 -0.185 7.870
H 4.603 1.108 -6.106
H 4.077 0.651 1.054
H -5.352 2.258 2.976
H -2.894 4.121 3.880
H 3.295 2.815 5.696
H 1.596 3.140 2.325
H -6.693 1.663 4.683
H -7.357 1.269 3.095
H -4.505 4.872 0.582
H 5.258 -3.133 -1.895
H -1.777 -1.048 7.191
H -1.230 3.930 1.939
H -0.999 -1.545 5.134
H 3.902 -3.565 3.889
H 6.151 -3.037 0.410
H 0.341 1.531 -5.837
H -0.600 -2.363 7.229
H -5.004 -1.648 5.235
H -3.755 -1.675 3.353
H 2.587 1.979 1.509
H 5.798 1.708 -1.427
H 3.744 -1.358 -2.708
H 5.552 -1.146 1.891
H 4.995 1.999 3.388
H 4.743 1.048 -3.646
H -5.272 -0.052 5.928
H 7.179 3.719 -1.103
H -5.469 3.513 1.178
H -6.922 -0.994 2.058
H 4.445 0.925 4.690
H -5.946 -2.194 2.891
H 4.214 0.452 3.010
H 0.808 -4.217 0.167
H 0.464 1.394 -3.389
H 3.640 6.042 -0.453
H 2.402 1.362 -7.210
H -1.802 3.580 0.316
H -0.256 0.859 9.048
H -6.625 -1.191 5.772
H 2.749 -1.677 2.714
H 3.537 3.927 4.360
H 1.876 -1.844 7.578
H 6.105 5.896 -0.619

---

Molecular formula: C52H59BrCsO10P3S
Method: DFT, wB97M-V/def2-TZVPD

The relative energy (zero: lowest compared OMol25 entry of this formula, charge and spin) is 4.515 eV. The max |F| is 0.068 Eh/bohr. The HOMO-LUMO gap comes out at 3.1 eV. As for the net charge: -2.

CARTESIAN COORDINATES (ANGSTROEM)
Cs 0.690 0.444 0.134
Br -3.302 7.017 4.645
S 0.502 -2.975 -0.423
P -2.430 -1.195 0.086
P 3.033 1.981 1.653
P 0.459 -2.228 -3.550
O 0.278 -1.256 3.394
O 0.293 -1.598 -0.955
O 4.526 1.699 1.121
O 3.118 -1.927 2.415
O 3.196 3.277 2.607
O -0.456 1.320 2.169
O 0.427 4.192 -0.911
O 2.158 2.426 0.533
O 2.683 0.777 2.452
O -1.245 2.155 0.246
C -5.895 -3.298 -2.246
C -2.583 5.546 3.659
C -0.814 -4.462 3.028
C -1.037 2.192 1.487
C -1.509 -0.168 -3.145
C -3.374 -0.160 1.318
C -3.844 -2.079 -0.741
C 4.594 1.693 -1.296
C -0.793 -3.416 -2.831
C -2.905 5.414 2.318
C -0.806 -2.351 -7.534
C -2.095 -5.762 -1.961
C -1.877 1.172 -3.088
C 6.627 1.896 0.135
C -0.564 -3.176 1.011
C -4.445 0.621 0.875
C 4.055 -2.435 -0.606
C -0.214 -0.526 -3.514
C 0.965 -3.942 -7.243
C -2.084 -3.938 3.182
C 0.702 0.478 -3.833
C -2.404 -5.207 -3.188
C -4.523 -1.385 -1.751
C -5.544 -1.974 -2.483
C -5.091 1.512 1.721
C 0.336 1.817 -3.762
C 1.062 -3.579 -5.902
C -2.941 0.022 2.633
C -4.666 1.660 3.035
C -1.747 -4.059 -3.618
C -0.955 2.166 -3.383
C 3.664 3.246 3.970
C -1.186 -5.121 -1.133
C -0.056 -4.080 1.936
C 5.171 2.300 -0.018
C -2.380 4.338 1.611
C -1.249 3.571 3.583
C -2.560 -2.999 2.280
C 0.028 -3.330 -8.061
C -5.209 -4.013 -1.277
C 4.889 2.349 4.150
C -0.708 -1.996 -6.193
C -0.576 -3.944 -1.549
C 0.220 -2.613 -5.354
C 2.518 2.784 4.867
C 5.042 3.822 -0.018
C -4.194 -3.413 -0.537
C -1.807 -2.563 1.187
C 4.028 4.692 4.273
C -3.584 0.916 3.481
C -1.754 4.644 4.306
C -1.561 3.410 2.239
H 6.714 0.807 0.106
H -1.961 -3.671 -4.606
H 1.068 2.590 -3.952
H 3.069 -0.951 2.451
H 5.565 4.228 -0.889
H -5.914 2.111 1.344
H 4.839 5.019 3.616
H 1.209 -1.456 3.178
H -5.454 -5.055 -1.096
H -4.235 -0.364 -1.985
H 3.994 4.125 -0.063
H -0.046 -3.604 -9.106
H 5.163 2.043 -2.165
H 1.667 3.465 4.756
H 4.665 -1.646 -0.156
H -1.219 3.210 -3.268
H 3.384 -2.104 1.471
H 1.724 0.208 -4.083
H -1.352 -1.218 -5.794
H -6.680 -3.770 -2.827
H -3.541 -2.573 2.433
H 1.194 3.805 -0.448
H -2.873 1.447 -2.754
H -3.150 -5.672 -3.824
H 2.202 1.779 4.573
H 4.349 4.795 5.314
H 4.656 1.314 3.890
H 1.809 -4.043 -5.264
H -2.603 4.197 0.559
H 0.145 -0.356 3.058
H 4.020 -3.392 -0.073
H 1.634 -4.692 -7.650
H -5.148 2.375 3.692
H -3.207 1.053 4.488
H -2.577 -6.677 -1.636
H 2.833 2.776 5.916
H -3.665 -4.006 0.198
H 5.213 2.391 5.195
H 5.484 4.247 0.890
H 4.649 0.600 -1.249
H -0.606 2.832 4.051
H 3.162 5.336 4.098
H -6.048 -1.405 -3.256
H -0.976 -5.518 -0.147
H -0.281 3.585 -0.631
H -1.534 -1.859 -8.170
H 5.710 2.686 3.510
H -2.067 -0.501 2.999
H 3.548 1.987 -1.412
H -2.698 -4.230 4.027
H 0.954 -4.458 1.799
H 7.014 2.251 1.096
H -0.407 -5.150 3.760
H -3.547 6.139 1.836
H -2.213 -0.945 -2.878
H 3.126 -2.118 -1.084
H 7.228 2.326 -0.673
H -1.510 4.780 5.351
H -4.781 0.551 -0.153

---

Molecular formula: C52H60ClGeNO6PS2Sc
Method: DFT, wB97M-V/def2-TZVPD

The relative energy (zero: lowest compared OMol25 entry of this formula, charge and spin) is 0.251 eV. The max |F| is 0.009 Eh/bohr. The HOMO-LUMO gap comes out at 4.7 eV. As for the net charge: -2.

CARTESIAN COORDINATES (ANGSTROEM)
Ge -0.709 4.288 -2.537
Sc 0.990 -1.510 -0.110
Cl -1.634 -1.688 1.039
S 0.847 1.898 0.791
S 4.664 -0.494 -0.753
P -2.361 2.565 -0.166
O 0.865 0.407 0.934
O 0.076 -2.708 -1.537
O 0.903 -0.282 -1.884
O -0.082 -0.134 -3.894
O 3.229 -0.611 -0.384
O -0.566 -2.904 -3.675
N 1.719 -2.744 1.168
C -4.224 4.517 2.879
C 0.258 -0.751 -2.898
C 1.416 -5.500 -0.548
C -1.027 3.063 -4.008
C -2.848 0.456 -1.862
C -4.758 0.521 2.359
C 2.848 -5.202 -0.097
C 2.336 -3.587 3.385
C 5.605 -1.422 0.450
C -4.563 1.785 -3.584
C 0.496 3.710 2.878
C 3.539 -4.191 -1.018
C -4.184 0.476 -3.855
C 0.145 -2.540 4.097
C 5.200 1.158 -0.217
C 5.627 -2.831 2.375
C -1.883 4.200 -0.954
C 3.487 1.526 1.705
C -3.203 1.774 -1.587
C 0.279 2.422 2.404
C 2.160 -1.070 3.785
C 1.182 4.110 -2.023
C -5.963 4.056 1.299
C 3.587 -5.761 2.193
C 4.917 -2.048 1.471
C -0.514 1.520 3.098
C -3.316 3.866 2.058
C 7.682 -2.317 1.218
C -5.297 -0.325 3.324
C 6.981 -1.554 0.299
C -5.051 3.396 0.484
C -3.711 3.301 0.844
C 2.907 -4.866 1.384
C 4.949 1.539 1.241
C 3.681 -5.614 3.573
C 3.029 -4.525 4.137
C -0.128 -2.266 -2.737
C -5.555 4.624 2.497
C -4.060 2.435 -2.466
C 1.669 -2.467 4.168
C -4.717 -1.566 3.568
C -0.947 6.135 -3.196
C -1.071 1.910 4.308
C 2.258 -3.695 1.939
C -0.052 4.082 4.097
C -3.318 -0.187 -2.999
C -3.599 -1.928 2.832
C 2.594 2.390 0.835
C -3.141 -1.016 1.887
C -0.831 3.180 4.812
C -3.626 0.220 1.566
C 7.003 -2.955 2.252
H -2.282 3.771 2.372
H -4.326 3.472 -2.291
H 4.714 1.837 -0.921
H -7.004 4.107 1.002
H 2.859 2.303 -0.219
H -0.735 6.862 -2.409
H -0.185 -2.455 3.066
H -2.982 -1.192 -3.225
H 4.569 -4.015 -0.691
H 1.399 4.594 -1.068
H 1.746 -0.315 4.463
H 3.014 -3.239 -1.025
H -2.054 3.137 -4.367
H -6.171 -0.015 3.892
H 5.375 2.540 1.380
H -3.100 -2.876 2.987
H -0.827 2.022 -3.746
H 1.382 -5.732 -1.616
H 1.435 3.050 -1.962
H -5.253 1.482 2.231
H -5.231 2.310 -4.259
H 2.619 3.452 1.087
H -5.399 2.923 -0.425
H -2.772 4.794 -1.189
H 1.953 -2.629 5.215
H 7.495 -1.084 -0.534
H 4.067 -6.614 1.719
H -0.282 6.333 -4.039
H 7.550 -3.575 2.952
H -1.360 4.748 -0.159
H -1.709 1.217 4.841
H 3.059 -4.391 5.216
H -1.976 6.285 -3.530
H 5.086 -3.363 3.149
H 4.217 -6.331 4.184
H 0.117 5.080 4.481
H 3.832 -1.965 1.516
H -1.270 3.478 5.757
H -0.707 0.539 2.680
H -6.271 5.127 3.137
H -0.314 -1.734 4.680
H 1.810 4.564 -2.793
H 1.836 -0.839 2.772
H 3.253 -1.011 3.828
H -2.186 -0.063 -1.179
H 3.416 -6.135 -0.206
H 6.270 1.181 -0.440
H 3.112 0.506 1.682
H 1.025 -6.356 0.008
H -4.549 -0.021 -4.746
H 1.075 4.422 2.304
H 0.766 -4.646 -0.381
H 5.522 0.866 1.884
H -3.891 4.932 3.824
H 8.755 -2.433 1.116
H -5.118 -2.238 4.318
H -0.214 -3.494 4.492
H 3.563 -4.572 -2.043
H 3.441 1.859 2.744
H -0.355 3.317 -4.833